Entry 1:
C25H47N2O3PReS | ωB97M-V/def2-TZVPD

Each line ends with the Löwdin charge.
CARTESIAN COORDINATES (ANGSTROEM)
Re  -0.2444  0.0211  -0.0393  1.176
C  -0.3281  -3.4744  1.9091  0.022
C  -1.2107  -2.2381  1.8510  -0.454
C  -2.5963  -2.4883  2.4068  0.015
O  -1.3366  -1.8084  0.4172  -0.244
C  -0.4841  -1.1124  2.5715  -0.550
O  -0.5951  -0.9245  3.7580  0.151
O  0.3463  -0.3857  1.8030  -0.222
H  -0.7411  -4.2665  1.2880  0.109
H  -0.2938  -3.8229  2.9403  0.121
H  0.6903  -3.2536  1.6019  0.077
H  -3.0360  -3.3721  1.9448  0.110
H  -3.2504  -1.6305  2.2489  0.089
H  -2.5217  -2.6617  3.4790  0.113
H  -2.2799  -1.6723  0.2497  0.061
C  0.1636  2.1151  -0.0774  -0.252
C  1.0074  2.3217  -1.2611  -0.315
C  0.4637  2.7195  -2.4947  -0.054
C  1.2849  2.9256  -3.5814  -0.045
C  2.6656  2.7485  -3.4606  -0.034
C  3.2223  2.3966  -2.2406  -0.052
C  2.3962  2.1862  -1.1452  -0.053
H  -0.6869  2.7853  -0.0241  0.059
H  0.7459  2.2178  0.8464  0.084
H  -0.6028  2.8803  -2.5820  0.130
H  0.8634  3.2458  -4.5242  0.124
H  3.3044  2.9245  -4.3139  0.122
H  4.2944  2.3134  -2.1356  0.123
H  2.8257  1.9818  -0.1751  0.123
C  -0.4973  -0.1707  -2.9698  -0.103
C  0.9836  -0.5750  -2.9672  -0.505
C  1.3443  -1.3398  -4.2426  -0.063
P  1.3453  -1.3858  -1.3680  1.026
C  3.1057  -1.2030  -0.8967  -0.514
C  4.1272  -1.5259  -1.9906  -0.072
C  3.3464  -1.9353  0.4249  -0.085
C  0.8893  -3.1733  -1.4277  -0.494
C  1.9351  -4.0937  -2.0680  -0.076
C  -0.4771  -3.4267  -2.0757  -0.092
H  -0.6658  0.6903  -3.6172  0.092
H  -0.9735  0.1705  -2.0006  0.014
H  -1.1434  -0.9857  -3.2858  0.090
H  1.5808  0.3408  -2.9425  0.073
H  0.7175  -2.2141  -4.3891  0.070
H  2.3839  -1.6592  -4.2382  0.073
H  1.2076  -0.6886  -5.1053  0.098
H  3.1866  -0.1320  -0.7172  0.069
H  4.0958  -2.5567  -2.3302  0.069
H  5.1244  -1.3426  -1.5889  0.097
H  4.0011  -0.8736  -2.8542  0.072
H  3.2988  -3.0157  0.3029  0.077
H  2.6295  -1.6362  1.1933  0.062
H  4.3440  -1.6971  0.7910  0.097
H  0.8188  -3.4395  -0.3748  0.066
H  2.1042  -3.8517  -3.1153  0.080
H  1.5598  -5.1166  -2.0265  0.099
H  2.8863  -4.0804  -1.5446  0.063
H  -0.3997  -3.4458  -3.1600  0.077
H  -1.2352  -2.7049  -1.7935  0.048
H  -0.8320  -4.4098  -1.7664  0.099
C  -0.6571  3.2879  4.3722  -0.053
C  -1.7633  2.2728  4.1654  -0.188
N  -1.7398  1.6931  2.8120  0.068
C  -2.5306  1.8685  1.7830  -0.641
S  -2.4738  0.7887  0.3631  0.743
N  -3.4753  2.7830  1.6751  0.031
C  -3.7981  3.9462  2.5173  -0.202
C  -5.0151  3.7180  3.3940  -0.061
H  -0.6511  3.6171  5.4090  0.092
H  -0.7836  4.1636  3.7352  0.075
H  0.3147  2.8453  4.1575  0.084
H  -2.7501  2.6834  4.3599  0.096
H  -1.6364  1.4241  4.8396  0.129
H  -0.9800  1.0399  2.6929  0.080
H  -4.0439  2.6857  0.8442  0.126
H  -3.9772  4.7670  1.8218  0.132
H  -2.9145  4.2168  3.0904  0.096
H  -5.9078  3.5647  2.7900  0.086
H  -5.1823  4.5909  4.0212  0.092
H  -4.8929  2.8493  4.0402  0.076

Atomic forces in eV per Å
0.9 0.4 -1.8
-0.1 0.1 0.1
-0.1 -0.1 -0.2
0.0 0.0 0.0
0.4 -0.2 0.6
0.1 0.0 0.6
0.1 0.0 -0.7
-0.2 0.2 0.2
0.0 0.0 0.0
0.0 0.0 0.0
0.1 0.0 0.0
0.0 0.0 0.0
0.0 0.0 0.0
0.0 0.0 0.0
-0.1 -0.1 0.0
-0.4 0.3 1.4
0.0 -0.5 0.0
0.0 0.0 -0.1
-0.1 0.0 0.0
0.0 0.0 0.1
0.0 0.0 0.0
0.1 0.0 -0.1
0.0 0.0 -0.2
0.0 0.1 0.0
-0.1 0.0 0.0
0.0 0.0 0.0
0.0 0.0 -0.1
0.1 0.0 0.0
0.0 -0.1 0.1
-0.2 0.1 0.0
0.0 0.0 -0.1
0.1 0.1 0.0
-0.4 -0.6 -0.1
0.0 0.0 0.0
0.0 0.0 0.0
0.0 0.0 0.0
0.1 -0.1 -0.1
0.0 0.0 0.0
0.0 0.0 0.0
0.0 -0.1 -0.1
0.2 0.0 -0.1
0.0 -0.1 0.0
0.0 0.0 0.1
0.0 -0.1 0.0
0.0 0.0 0.0
0.0 0.0 0.0
0.0 0.1 0.1
0.0 0.0 0.0
0.0 0.0 0.0
0.0 0.0 0.0
0.0 -0.1 0.0
0.0 0.0 0.0
0.0 0.0 0.0
0.0 0.0 0.0
0.0 0.0 0.0
0.0 0.0 0.0
0.0 0.0 0.0
0.0 0.0 0.0
-0.1 0.1 0.0
0.0 0.0 0.0
0.0 0.0 0.0
-0.2 -0.1 0.1
0.3 0.1 0.0
-0.3 -0.1 -0.2
-0.3 0.2 0.3
-0.2 0.1 -0.1
0.1 0.1 0.0
0.0 0.0 0.0
0.0 0.0 0.0
0.0 0.0 0.0
0.0 0.0 0.0
0.1 -0.1 0.0
0.0 0.0 0.0
0.0 -0.1 -0.1
0.1 0.0 0.0
0.0 0.0 0.0
-0.1 0.0 -0.1
0.0 0.0 0.0
0.0 0.0 0.0
0.0 0.0 0.0

Output
frontier orbital gap (spin up / spin down): 6.28 / 6.73 eV
total charge: +2
multiplicity: 2
maximum force: 2.072 eV/A
expectation value of S²: 0.79
ΔE to the lowest compared entry with this formula, charge and spin: 24.0 kcal/mol
LUMO level (spin up / spin down): -7.98 / -7.52 eV



Entry 2:
C13H31N5O2PS | ωB97M-V/def2-TZVPD

Each line ends with the Löwdin charge.
CARTESIAN COORDINATES (ANGSTROEM)
C  4.3560  1.1847  0.3997  -0.150
C  3.9870  2.6513  0.6465  -0.515
S  2.4593  3.1838  -0.1720  0.897
C  1.2684  2.0246  0.6024  -0.440
N  0.2404  1.6061  -0.3764  -0.039
C  0.8429  1.0249  -1.4821  -0.360
N  1.0153  1.7745  -2.5692  0.237
N  1.1898  -0.2734  -1.4039  0.203
C  -0.0493  -1.1327  -1.2058  -0.219
C  0.2189  -2.4588  -0.4700  -0.330
C  -0.2755  -3.5886  -1.3884  -0.045
C  1.6914  -2.7017  -0.1640  -0.247
C  1.8888  -3.9080  0.7838  -0.078
O  -1.1061  -0.3563  -0.6936  -0.021
C  -0.8384  0.7045  0.1736  -0.501
C  -2.1425  1.5625  0.2274  -0.097
C  -3.4369  0.8139  -0.0680  -0.383
O  -3.6587  -0.2578  0.8321  -0.038
C  -4.6002  1.8072  -0.0196  -0.247
N  -5.8747  1.1068  -0.0849  0.017
P  -0.5433  0.1357  1.9476  0.845
N  0.6811  -0.8159  2.1762  -0.250
H  3.9773  0.8602  -0.5661  0.055
H  5.4339  1.0497  0.3860  0.078
H  3.9737  0.5452  1.1895  0.066
H  4.7559  3.3169  0.2704  0.071
H  3.8712  2.8174  1.7135  0.074
H  0.7941  2.5698  1.4065  0.074
H  1.8601  1.1860  0.9545  0.053
H  0.2824  2.4113  -2.8301  0.142
H  1.8671  1.7985  -3.1063  0.137
H  1.5691  -0.5299  -2.3109  0.161
H  -0.3619  -1.4040  -2.2128  0.158
H  -0.3769  -2.4803  0.4388  0.124
H  -1.3263  -3.4859  -1.6429  0.090
H  -0.0750  -4.5577  -0.9446  0.083
H  0.3199  -3.5612  -2.3036  0.089
H  2.1406  -1.8392  0.3163  0.069
H  2.2209  -2.8637  -1.1051  0.108
H  0.9251  -4.2128  1.1801  0.074
H  2.4792  -3.5929  1.6373  0.069
H  2.3843  -4.7305  0.2825  0.074
H  -2.0150  2.3235  -0.5407  0.130
H  -2.1998  2.0939  1.1784  0.113
H  -3.4280  0.4200  -1.0789  0.151
H  -3.9148  0.1159  1.6791  0.092
H  -4.4967  2.4655  0.8547  0.118
H  -4.5406  2.4423  -0.9027  0.122
H  -6.6218  1.7807  0.0073  0.076
H  -5.9756  0.4553  0.6801  0.064
H  -1.7744  -0.4363  2.2791  0.028
H  -0.4852  1.3218  2.7025  0.026
H  1.3473  -0.4346  2.8344  -0.010

Atomic forces in eV per Å
0.1 0.3 -0.1
-0.2 -0.6 0.2
-0.1 0.1 0.0
0.9 1.0 -0.6
-0.9 -1.1 -0.4
-0.1 -0.1 0.5
0.3 -0.2 0.0
-0.4 1.0 -1.2
0.2 -0.9 0.8
0.0 -0.2 -0.5
0.4 0.3 0.0
0.1 -0.2 0.5
-0.1 0.6 -0.2
0.5 0.2 -0.4
-1.1 0.8 1.0
0.5 -0.3 -0.6
-0.5 0.6 0.3
0.2 -0.2 -0.2
-0.1 -0.1 -0.1
0.1 0.2 0.0
1.2 -0.9 0.4
-0.3 0.3 -0.2
0.0 -0.2 -0.1
0.1 0.1 0.1
-0.2 -0.2 -0.1
0.0 0.2 -0.1
0.2 0.3 0.1
-0.3 -0.1 0.1
-0.2 -0.2 0.2
0.3 0.7 0.6
-0.1 -0.5 -0.3
0.3 -0.4 0.2
-0.1 0.3 -0.2
0.1 0.2 0.2
-0.1 -0.1 0.0
-0.2 -0.1 0.2
-0.1 0.0 -0.2
-0.1 0.2 -0.1
0.1 0.0 -0.1
0.0 -0.3 0.0
0.2 -0.1 0.1
0.0 -0.3 0.1
-0.1 0.2 0.0
-0.1 0.0 0.2
0.2 -0.5 0.1
-0.1 0.0 0.2
0.0 0.0 0.1
0.1 0.2 0.0
-0.2 0.0 -0.1
0.0 -0.1 0.0
-0.2 0.2 -0.3
-0.4 0.2 -0.2
0.2 -0.2 0.1

Output
frontier orbital gap: 7.70 eV
total charge: +1
maximum force: 1.703 eV/A
SMILES string: CCSCN1C(N)=[NH+][C@@H]([C@@H](C)CC)O[C@@]1(C[C@@H](O)CN)[PH2]=N
ΔE to the lowest compared entry with this formula, charge and spin: 64.3 kcal/mol
LUMO level: -4.04 eV



Entry 3:
C19H13ClIN4OOsS | ωB97M-V/def2-TZVPD

Each line ends with the Löwdin charge.
CARTESIAN COORDINATES (ANGSTROEM)
Os  0.1963  0.0184  -0.8556  1.210
Cl  5.8222  -0.0074  3.1028  0.740
C  4.1930  -0.0042  2.5400  -0.605
C  3.1627  -0.0009  3.4467  -0.149
C  1.8328  0.0022  3.0202  -0.633
I  0.2512  0.0076  4.3769  0.962
C  1.5046  0.0019  1.6677  -0.452
O  0.2734  0.0039  1.2095  -0.303
C  2.5792  -0.0016  0.7388  -0.144
N  2.2180  -0.0021  -0.5925  -0.123
C  3.1809  -0.0048  -1.5116  -0.118
C  4.5312  -0.0074  -1.1750  -0.015
C  4.9144  -0.0074  0.1443  0.021
C  3.9305  -0.0046  1.1509  -0.164
H  3.3884  -0.0005  4.5042  0.105
H  2.8578  -0.0055  -2.5432  0.061
H  5.2625  -0.0100  -1.9700  0.121
H  5.9601  -0.0099  0.4195  0.106
N  -3.3599  0.0001  -0.8404  0.146
C  -2.8184  -1.2673  -0.7617  -0.269
C  -3.7159  -2.3430  -0.6979  0.014
C  -3.2326  -3.6240  -0.6011  -0.026
C  -1.8541  -3.8286  -0.5735  -0.036
C  -1.0395  -2.7300  -0.6548  -0.123
N  -1.5041  -1.4686  -0.7513  -0.038
C  -2.8222  1.2682  -0.7615  -0.268
C  -3.7225  2.3419  -0.6967  0.014
C  -3.2431  3.6241  -0.5995  -0.026
C  -1.8649  3.8329  -0.5726  -0.036
C  -1.0473  2.7372  -0.6548  -0.124
N  -1.5080  1.4734  -0.7519  -0.043
H  -4.3650  -0.0013  -0.8503  0.143
H  -4.7804  -2.1498  -0.7214  0.124
H  -3.9140  -4.4618  -0.5456  0.124
H  -1.4301  -4.8184  -0.4957  0.118
H  0.0379  -2.8419  -0.6588  0.112
H  -4.7863  2.1455  -0.7195  0.124
H  -3.9269  4.4598  -0.5432  0.124
H  -1.4440  4.8240  -0.4945  0.119
H  0.0297  2.8533  -0.6591  0.112
S  0.2525  0.0066  -3.0679  0.095

Atomic forces in eV per Å
-0.8 0.0 -1.0
0.1 0.0 0.0
-0.2 0.0 0.1
0.3 0.0 0.0
-0.6 0.0 -0.4
0.2 0.0 0.0
0.5 0.0 0.4
-0.1 0.0 -0.5
-0.1 0.0 0.3
0.5 0.0 0.1
-0.2 0.0 -0.1
0.2 0.0 0.1
-0.1 0.0 -0.1
-0.1 0.0 -0.1
0.0 0.0 0.0
0.0 0.0 0.0
0.0 0.0 0.0
0.0 0.0 0.0
0.0 0.0 -0.1
0.1 -0.1 0.0
0.0 0.0 0.0
0.0 0.1 0.0
0.1 0.0 0.0
-0.1 -0.2 0.0
0.2 0.3 0.1
0.1 0.1 0.0
0.0 0.0 0.0
0.0 -0.1 0.0
0.1 0.0 0.0
-0.1 0.2 0.0
0.2 -0.2 0.0
-0.1 0.0 0.0
0.0 0.0 0.0
0.0 0.0 0.0
0.0 0.0 0.0
0.0 0.0 0.0
0.0 0.0 0.0
0.0 0.0 0.0
0.0 0.0 0.0
0.0 0.0 0.0
0.0 0.0 1.0

Output
frontier orbital gap (spin up / spin down): 7.15 / 6.20 eV
total charge: +1
multiplicity: 5
maximum force: 1.253 eV/A
expectation value of S²: 6.04
ΔE to the lowest compared entry with this formula, charge and spin: 0.0 kcal/mol
LUMO level (spin up / spin down): -3.30 / -4.47 eV



Entry 4:
C3H6N3O | ωB97M-V/def2-TZVPD

Each line ends with the Löwdin charge.
CARTESIAN COORDINATES (ANGSTROEM)
C  1.1553  1.0655  0.1809  0.124
C  2.4644  0.2513  0.0051  -0.419
C  -1.2610  0.4461  0.0697  -0.034
N  2.0930  -1.0764  0.1199  0.006
N  0.8175  -1.3966  0.2185  0.152
N  0.1368  0.3178  0.2297  0.007
O  3.5070  0.7630  -0.1911  0.169
H  1.4067  2.1619  0.3816  0.207
H  -1.6141  1.5769  0.1352  0.155
H  -1.6938  0.0744  1.0406  0.127
H  -1.6384  0.1046  -0.9517  0.137
H  2.7309  -1.9029  0.1022  0.220
H  0.5557  -1.8480  -0.6860  0.149

Atomic forces in eV per Å
0.9 -0.3 0.9
-1.0 -0.4 0.1
-2.7 2.4 1.0
3.4 0.4 -0.2
-4.0 1.6 0.3
3.0 -1.8 -1.8
0.9 0.1 0.0
-1.3 -1.3 -0.6
1.3 -2.0 -0.3
-0.1 -0.5 -1.5
0.6 -0.2 1.7
-0.3 1.3 0.0
-0.6 0.8 0.3

Output
frontier orbital gap (spin up / spin down): 8.57 / 8.57 eV
total charge: +1
maximum force: 4.299 eV/A
ΔE to the lowest compared entry with this formula, charge and spin: 93.1 kcal/mol
LUMO level (spin up / spin down): -5.80 / -5.80 eV



Among the records above, which one has the highest total charge? C25H47N2O3PReS



Which of these has the lowest ΔE to the lowest compared entry with this formula, charge and spin? C19H13ClIN4OOsS